Entry from the Open Molecules 2025 dataset: a cluster of 2 separate species, C4H10O in total at a distorted geometry (ωB97M-V/def2-TZVPD).

Last column: Mulliken spin population.
CARTESIAN COORDINATES (ANGSTROEM)
C1 3.28164 -5.94297 -0.52992  0.00
O1 2.42227 -6.04290 0.61762  0.00
H1 4.38364 -5.88955 -0.36366  0.00
H2 3.09097 -6.69367 -1.28628  0.00
H3 3.13205 -4.99820 -1.06565  0.00
H4 3.09189 -6.40995 1.21547  0.00
C2 -1.32325 4.77623 0.13672  0.03
C3 -2.54815 4.09203 0.58607  0.31
C4 -3.01178 2.97097 -0.15929  0.48
H5 -1.40658 5.85090 0.28941  0.01
H6 -0.46081 4.28808 0.59716  0.07
H7 -1.16165 4.66576 -0.95153  0.02
H8 -3.21286 4.51688 1.34220  0.02
H9 -3.86446 2.49200 0.35000  0.03
H10 -2.41290 2.32442 -0.77833  0.04

spin multiplicity	2
E_LUMO (spin up / spin down)	-0.222 / -0.346	Ha
F_max	0.0652	Eh/bohr
total charge	+1
orbital gap (spin up / spin down)	5.81 / 2.45	eV
ΔE to the lowest compared entry with this formula, charge and spin	50.6	kcal/mol
highest occupied orbital energy (spin up / spin down)	-11.867 / -11.867	eV
expectation value of S²	0.752



Entry from the Open Molecules 2025 dataset: a structure of composition C42H49BF4MoN8O2Se2 at a distorted geometry (ωB97M-V/def2-TZVPD).

Last column: Mulliken spin population.
CARTESIAN COORDINATES (ANGSTROEM)
Mo1 0.09785 -0.39324 -0.72858  1.67
C1 -1.20079 -3.39916 3.37455  0.00
C2 -0.98270 -4.83489 2.97404  0.00
C3 -1.63737 -5.84648 3.67351  0.00
C4 -1.41606 -7.18477 3.39776  0.00
C5 -0.50525 -7.54800 2.41589  0.00
C6 0.13974 -6.56428 1.69033  0.00
C7 -0.11624 -5.22032 1.94463  0.00
N1 0.57411 -4.25081 1.15077  0.01
C8 -0.01409 -3.22801 0.50462  0.06
N2 -1.33524 -3.31119 0.33880  -0.01
C9 -2.25526 -2.30229 0.02071  0.03
C10 -1.87438 -0.96737 -0.17096  -0.15
C11 -2.92420 -0.05066 -0.32236  -0.01
C12 -4.24664 -0.43609 -0.38771  -0.02
C13 -4.57727 -1.77992 -0.28042  0.04
C14 -3.59737 -2.72459 -0.04287  -0.03
C15 -3.96214 -4.17418 0.14221  0.00
N3 0.67998 -2.20126 0.02819  -0.01
C16 2.08961 -2.20256 0.33078  -0.03
C17 2.47065 -1.84878 1.63044  0.02
C18 3.80287 -1.82497 1.99338  0.00
C19 4.77344 -2.14105 1.05009  0.01
C20 4.39365 -2.55478 -0.21250  -0.01
C21 3.04964 -2.64041 -0.58802  -0.04
C22 2.69991 -3.28011 -1.89877  0.01
H1 -1.27484 -3.33469 4.45914  0.00
H2 -2.12845 -2.99618 2.96117  0.00
H3 -0.38199 -2.75572 3.05242  0.00
H4 -2.32435 -5.57000 4.46395  0.00
H5 -1.93865 -7.94496 3.96182  0.00
H6 -0.30350 -8.59049 2.21388  0.00
H7 0.84798 -6.82725 0.91434  0.00
H8 1.57720 -4.32965 1.08518  0.00
H9 -1.74222 -4.18934 0.62710  0.00
H10 -2.67785 1.00007 -0.38098  0.01
H11 -5.02869 0.29926 -0.53416  0.00
H12 -5.60877 -2.09649 -0.36380  0.00
H13 -5.03180 -4.30852 0.00186  0.00
H14 -3.72222 -4.53177 1.14883  0.00
H15 -3.44930 -4.80997 -0.58346  0.00
H16 1.69533 -1.63629 2.35462  0.00
H17 4.08099 -1.56858 3.00580  0.00
H18 5.82233 -2.10129 1.31363  0.00
H19 5.14355 -2.87027 -0.92793  0.00
H20 3.12878 -2.72757 -2.73236  0.00
H21 1.62683 -3.35788 -2.05016  0.00
H22 3.12913 -4.28300 -1.93506  0.00
C23 -2.94602 5.98575 -0.81223  0.00
Se1 -2.67331 4.05620 -0.90247  0.00
C24 -3.87483 3.57564 0.57906  0.00
C25 -3.17705 3.64452 1.92075  0.00
Se2 -1.56888 2.50351 2.02963  0.00
C26 -0.27491 3.96449 2.03410  0.00
H23 -4.00990 6.20476 -0.82528  0.00
H24 -2.46931 6.42151 -1.68538  0.00
H25 -2.48740 6.37560 0.09285  0.00
H26 -4.23256 2.56814 0.37546  0.00
H27 -4.71931 4.26417 0.53442  0.00
H28 -3.85102 3.31856 2.71222  0.00
H29 -2.84592 4.65796 2.14240  0.00
H30 -0.59702 4.70693 2.76076  0.00
H31 -0.21987 4.39985 1.03986  0.00
H32 0.68967 3.55948 2.32931  0.00
F1 1.75357 -0.56969 -2.82663  0.00
B1 0.74251 -1.20401 -3.62327  0.04
F2 1.15936 -2.32965 -4.22718  0.00
F3 0.12977 -0.28828 -4.42271  0.00
F4 -0.26113 -1.60331 -2.51726  -0.01
C27 3.77745 5.04202 0.59982  0.00
O1 3.37233 3.80618 0.01754  0.00
C28 2.78442 3.81958 -1.18958  0.00
C29 2.37999 4.98903 -1.82463  0.00
C30 1.85221 4.96061 -3.10152  0.00
C31 1.71442 3.75556 -3.77474  0.00
C32 2.13301 2.59097 -3.16838  0.00
C33 2.64490 2.59234 -1.87154  -0.01
N4 3.21187 1.36485 -1.42654  0.00
C34 3.68122 0.99306 -0.24871  0.01
C35 3.13372 1.19679 1.05138  -0.02
C36 4.04251 1.37775 2.11190  0.00
C37 3.62587 1.55694 3.40459  0.00
C38 2.26700 1.49441 3.70516  0.00
C39 1.35055 1.22151 2.71362  0.01
C40 1.74422 1.07764 1.38207  0.00
O2 0.84271 0.61730 0.50134  0.36
H33 4.32798 4.76987 1.49663  0.00
H34 2.91712 5.65212 0.88188  0.00
H35 4.42773 5.60511 -0.07131  0.00
H36 2.51813 5.93915 -1.32834  0.00
H37 1.58642 5.89201 -3.58240  0.00
H38 1.32849 3.72964 -4.78478  0.00
H39 2.10940 1.65806 -3.71829  0.00
H40 3.60015 0.84119 -2.20640  0.00
H41 4.60722 0.42792 -0.30077  0.00
H42 5.09474 1.43756 1.86097  0.00
H43 4.34827 1.74018 4.18790  0.00
H44 1.93467 1.63851 4.72422  0.00
H45 0.29680 1.11098 2.94054  0.00
N5 -3.98166 0.93626 -5.28599  0.01
C41 -3.51366 1.51808 -4.18400  0.01
N6 -4.19820 2.49559 -3.59954  0.01
N7 -2.36136 1.06150 -3.72566  0.02
C42 -1.58836 1.07423 -2.75600  0.10
N8 -0.75835 0.92294 -1.92820  -0.07
H46 -4.81673 1.25435 -5.74622  0.00
H47 -3.43432 0.21256 -5.72169  0.00
H48 -5.04144 2.85333 -4.01658  0.00
H49 -3.79383 3.00096 -2.81050  0.00

spin multiplicity	3
E_LUMO (spin up / spin down)	-0.231 / -0.228	Ha
F_max	0.0951	Eh/bohr
total charge	+2
orbital gap (spin up / spin down)	5.90 / 6.21	eV
ΔE to the lowest compared entry with this formula, charge and spin	41.3	kcal/mol
highest occupied orbital energy (spin up / spin down)	-12.191 / -12.425	eV
expectation value of S²	2.019